(1)
Entry from OMol25: C5H10O as an isolated structure in a non-equilibrium geometry (wB97M-V/def2-TZVPD).

Geometry as XYZ:
```
16
C5H10O | OMol25 | wB97M-V/def2-TZVPD
C 1.77 0.16 0.51
C 0.94 0.31 -0.77
C -0.54 0.14 -0.51
C -0.98 -1.24 0.08
C -1.32 1.03 0.34
O -1.49 0.45 -1.43
H 1.66 -0.83 0.96
H 1.47 0.91 1.26
H 2.83 0.31 0.30
H 1.25 -0.43 -1.52
H 1.11 1.30 -1.21
H -0.66 -1.99 -0.63
H -0.59 -1.42 1.08
H -2.09 -1.27 0.13
H -1.81 1.94 0.07
H -1.55 0.64 1.34
```

## Properties
Total charge: 0
HOMO energy (spin up / spin down): -0.34935 / -0.34944 Eh
Kohn-Sham gap (spin up / spin down): 9.333 / 9.336 eV
F_max: 0.0278 hartree/bohr


(2)
Entry from OMol25: an isolated ion of composition C6H10N3O2S and charge +1 in a non-equilibrium geometry (wB97M-V/def2-TZVPD).

Geometry as XYZ:
```
22
C6H10N3O2S | OMol25 | wB97M-V/def2-TZVPD
O -0.47 1.54 -4.59
C -0.42 1.17 -3.50
N -1.36 0.13 -2.98
N -1.16 -0.40 -1.91
C 0.02 0.14 -1.20
O 1.04 -1.04 -0.98
N -0.34 0.57 0.12
C 1.00 0.79 1.05
C 0.72 -0.02 2.27
C -0.12 -1.22 1.74
C -1.06 -0.50 0.91
S 0.84 1.38 -2.23
H 0.95 -1.69 -1.71
H -1.02 1.37 0.19
H 1.19 1.79 1.18
H 1.89 0.25 0.46
H 0.08 0.45 2.95
H 1.68 -0.14 2.85
H 0.45 -1.87 1.02
H -0.47 -1.92 2.54
H -1.71 -0.99 0.22
H -1.71 0.22 1.60
```

## Properties
Total charge: +1
HOMO energy: -0.51670 Eh
Kohn-Sham gap: 8.955 eV
SMILES string: O=C1N=N[C@](O)([NH+]2CCCC2)S1
F_max: 0.0995 hartree/bohr